[1]
Computed, not measured: a molecular structure, C13H3Cl5NO5SbSe4V in a non-equilibrium geometry, with wB97M-V/def2-TZVPD.

The geometry in XYZ format:
```
33
Properties=species:S:1:pos:R:3:mulliken_spin:R:1
V -0.57089 1.14398 -0.09477 0.9433
O -0.53030 -2.66950 4.80139 -0.0005
C -0.47186 -1.89142 3.68830 -0.0026
C 0.60341 -1.03648 3.44139 0.0013
C 0.57331 -0.29643 2.27916 0.0002
N -0.40880 -0.39238 1.40105 -0.0203
C -1.49115 -1.09243 1.70782 0.0027
C -1.57124 -1.88633 2.83216 0.0026
C -2.68302 -0.64715 0.85964 -0.0063
O -3.70188 -1.30456 0.81269 0.0000
O -2.43711 0.49296 0.30021 -0.0025
C 1.40067 0.97489 2.04925 -0.0013
O 2.42376 1.18435 2.66687 0.0016
O 0.78465 1.77139 1.23177 -0.0055
H 0.27462 -2.53740 5.31279 0.0000
H 1.41262 -0.87623 4.14371 -0.0001
H -2.48134 -2.42290 3.05805 -0.0002
Cl -1.76438 -1.05408 -2.21286 0.0044
C -0.02893 -1.02245 -2.21431 -0.0253
C 0.61586 -0.07004 -1.42364 -0.0221
C 2.00500 -0.04861 -1.56067 -0.0261
Cl 2.93354 1.15846 -0.73318 0.0007
C 2.70996 -0.96006 -2.35234 0.0057
Cl 4.43963 -0.92240 -2.43850 0.0000
C 2.02056 -1.92190 -3.07991 -0.0051
Cl 2.87454 -3.07842 -4.04374 -0.0003
C 0.63300 -1.94317 -3.02426 0.0081
Cl -0.24265 -3.11797 -3.94549 0.0001
Se -2.61779 5.49902 -0.78940 0.0477
Sb -1.56949 5.29531 -2.91483 -0.0062
Se -2.84598 4.54437 -4.78714 -0.0069
Se 0.54019 6.33260 -3.32166 -0.0054
Se -0.82855 2.79497 -1.64955 0.1183
```

Values from the calculation:
**M**: 918.98 g/mol
**Charge**: -2
**Multiplicity**: 2
**Maximum force**: 2.14 eV Å⁻¹
**DFT total energy**: -381485.375 eV
**HOMO-LUMO gap (alpha / beta)**: 5.69 / 5.67 eV
**<S²>**: 0.7942
**Highest occupied orbital energy (alpha / beta)**: -2.28 / -2.25 eV
**ΔE to the lowest compared entry with this formula, charge and spin**: 0.0 kcal per mole

[2]
Computed, not measured: a molecular structure, C41H48Cl2F6N10O5PbS2Sb, with wB97M-V/def2-TZVPD.

The geometry in XYZ format:
```
116
Properties=species:S:1:pos:R:3:mulliken_spin:R:1
Pb -0.06711 -0.74560 -0.12876 0.1357
C -2.38314 4.05266 -3.73218 -0.0022
C -2.99672 2.97004 -2.85279 0.0184
N -2.54235 3.04304 -1.47952 0.0000
C -1.54939 2.31809 -0.90600 -0.0133
S -0.61089 1.27724 -1.92421 0.1704
N -1.40008 2.48719 0.38441 0.0192
N -0.29014 1.88665 0.91195 0.0195
C -0.17942 1.88259 2.18564 0.0189
C -1.23253 2.39431 3.12485 -0.0002
C 1.06447 1.31824 2.76922 -0.0046
C 1.14856 1.05499 4.13603 0.0024
C 2.32132 0.54168 4.65925 -0.0007
C 3.39043 0.30819 3.81194 0.0033
C 3.21714 0.59700 2.46676 0.0000
N 2.09894 1.09013 1.95109 0.0046
H -2.76443 3.97494 -4.75270 -0.0002
H -1.29760 3.94201 -3.75921 0.0023
H -2.61553 5.05081 -3.35171 0.0001
H -2.74682 1.98702 -3.24521 -0.0071
H -4.08424 3.03473 -2.85102 0.0008
H -3.04799 3.61923 -0.82612 0.0009
H -2.02729 2.87033 2.55863 0.0010
H -0.81380 3.10529 3.84078 0.0001
H -1.65340 1.55701 3.68755 0.0030
H 0.29344 1.20670 4.77559 0.0007
H 2.39055 0.30987 5.71391 -0.0002
H 4.32003 -0.11564 4.16645 0.0002
H 4.02591 0.41748 1.76338 0.0014
O 4.23718 -4.42451 4.83960 0.0000
C 4.31128 -4.63690 3.61607 0.0001
O 5.07324 -5.38181 2.96808 0.0000
C 3.30240 -3.84066 2.75159 0.0015
C 3.43120 -3.80946 1.36488 -0.0021
C 2.53642 -3.06887 0.61985 0.0024
N 1.53354 -2.37328 1.17067 0.0477
C 1.36717 -2.43870 2.49453 -0.0422
C 2.23339 -3.15493 3.31059 -0.0075
C 0.11260 -1.77178 3.06467 0.0295
O -0.17481 -2.02346 4.23695 0.0064
O -0.56736 -1.05113 2.26432 0.1104
H 4.22542 -4.38184 0.90486 0.0000
H 2.59118 -3.04506 -0.46112 0.0036
H 2.07203 -3.17040 4.37903 -0.0006
F -3.64869 -0.28984 -1.70888 -0.0016
Sb -4.58699 -0.79725 -3.27224 -0.0017
F -3.74496 -2.49039 -3.23218 0.0008
F -6.01906 -1.43623 -2.21749 -0.0001
F -5.54124 -1.29217 -4.83362 0.0000
F -5.39221 0.92198 -3.32038 0.0000
F -3.18311 -0.13905 -4.36413 0.0005
Cl 1.22580 -2.88973 -2.79482 0.0341
C -0.24721 -2.24870 -2.01812 0.4177
H -0.88344 -3.07154 -1.71251 -0.0042
H -0.75278 -1.58212 -2.71300 -0.0005
N -1.10525 -4.10540 1.35079 0.0017
C -2.21244 -3.34514 1.55941 0.0018
S -2.77110 -2.27166 0.41053 0.0101
N -2.79223 -3.59999 2.75545 -0.0012
C -3.85381 -2.98252 3.44643 0.0025
C -4.44174 -1.77202 3.09409 0.0003
C -5.46990 -1.26607 3.87666 0.0004
C -5.92241 -1.93546 5.00326 0.0003
C -5.32543 -3.13775 5.35560 -0.0002
C -4.30209 -3.65573 4.58325 -0.0007
H -0.55042 -3.84214 0.55383 0.0013
H -0.56303 -4.40257 2.15073 -0.0003
H -2.34588 -4.32623 3.29472 -0.0002
H -4.09517 -1.23393 2.22840 -0.0005
H -5.91807 -0.32256 3.59118 0.0000
H -6.72320 -1.52327 5.60383 0.0000
H -5.65595 -3.67811 6.23398 0.0000
H -3.83610 -4.59400 4.86381 -0.0001
C 8.17208 1.79347 -1.67811 0.0000
C 7.17733 1.54996 -2.82507 0.0001
C 7.92808 1.67897 -4.15782 0.0000
C 6.14308 2.68085 -2.74641 0.0000
C 6.58820 0.10506 -2.70115 0.0000
O 7.68905 -0.82408 -2.60405 0.0000
C 5.72160 -0.39788 -3.87146 0.0000
C 4.54786 0.43976 -4.39498 0.0000
C 3.72964 -0.35857 -5.37726 0.0001
C 2.47767 -0.85234 -5.02919 -0.0024
C 1.73411 -1.61809 -5.91789 0.0005
C 2.25662 -1.88411 -7.17027 0.0003
Cl 1.33921 -2.83901 -8.30484 0.0000
C 3.50008 -1.40218 -7.54733 -0.0001
C 4.22736 -0.64259 -6.64648 0.0003
C 5.87475 -0.20050 -1.36906 -0.0001
N 4.49349 0.21968 -1.26154 0.0007
C 3.41098 -0.54310 -1.44678 0.0154
N 2.32486 0.11359 -1.09698 0.0044
C 2.81070 1.30552 -0.65532 -0.0047
N 4.11699 1.41157 -0.72814 0.0007
H 8.79141 2.66056 -1.91792 0.0000
H 8.82465 0.93765 -1.51255 0.0000
H 7.64955 2.01801 -0.74688 0.0000
H 8.34750 2.68380 -4.23669 0.0000
H 7.26962 1.53065 -5.01530 0.0000
H 8.76527 0.97995 -4.23868 0.0000
H 6.68682 3.62755 -2.68068 0.0000
H 5.51529 2.60030 -1.86187 0.0000
H 5.49922 2.74287 -3.61939 0.0000
H 8.14249 -0.84237 -3.45243 0.0000
H 5.33894 -1.37472 -3.55983 -0.0003
H 6.38589 -0.60688 -4.71701 0.0000
H 4.92036 1.33520 -4.89299 0.0000
H 3.90324 0.77027 -3.57935 0.0006
H 2.06656 -0.64454 -4.04738 -0.0011
H 0.76253 -1.99873 -5.63413 0.0032
H 3.88675 -1.62022 -8.53358 0.0000
H 5.19923 -0.25960 -6.94075 0.0000
H 6.43249 0.18926 -0.52106 0.0001
H 5.87432 -1.28629 -1.28211 -0.0001
H 3.44566 -1.52908 -1.88174 -0.0015
H 2.16728 2.08845 -0.29499 -0.0001
```

Values from the calculation:
**M**: 1338.89 g/mol
**Charge**: -2
**Multiplicity**: 2
**Maximum force**: 0.45 eV Å⁻¹
**DFT total energy**: -143248.944 eV
**HOMO-LUMO gap (alpha / beta)**: 6.25 / 5.63 eV
**<S²>**: 0.7658
**Highest occupied orbital energy (alpha / beta)**: -3.17 / -3.48 eV
**ΔE to the lowest compared entry with this formula, charge and spin**: 31.2 kcal per mole

[3]
Computed, not measured: a molecular structure, C3H8O2 in a non-equilibrium geometry, with wB97M-V/def2-TZVPD.

The geometry in XYZ format:
```
13
Properties=species:S:1:pos:R:3:mulliken_charge:R:1
C -1.16134 -0.21320 0.40471 -0.6652
C -0.13244 0.50938 -0.49006 -0.3411
C 1.35806 0.44134 0.02952 -0.2984
H -2.30100 -1.32159 -0.89205 0.3445
H -0.84078 -1.23866 0.64128 0.3363
H -1.32118 0.38241 1.33706 0.2953
H -0.56135 1.53690 -0.44507 0.2423
H -0.02517 0.09220 -1.49428 0.3008
H 1.31761 0.55588 1.21289 0.2283
H 1.89799 1.38249 -0.28506 0.2495
H 2.44663 -1.17739 0.61867 0.3851
O -2.49535 -0.18147 -0.27119 -0.5286
O 1.81830 -0.76830 -0.36641 -0.5488
```

Values from the calculation:
**M**: 76.09 g/mol
**Charge**: 0
**Maximum force**: 7.34 eV Å⁻¹
**DFT total energy**: -7331.690 eV
**HOMO-LUMO gap**: 10.16 eV
**Highest occupied orbital energy**: -9.90 eV
**ΔE to the lowest compared entry with this formula, charge and spin**: 100.6 kcal per mole

[4]
Computed, not measured: a gas-phase ion, CH4FN2 (charge +1) in a non-equilibrium geometry, with wB97M-V/def2-TZVPD.

The geometry in XYZ format:
```
8
Properties=species:S:1:pos:R:3:mulliken_spin:R:1
C 0.16800 0.01551 0.07896 0.6653
N -0.26120 1.21971 0.06684 0.6814
N -0.22001 -1.21102 0.07063 0.7340
F 1.69803 -0.03735 0.01924 -0.0135
H -1.24794 1.31971 -0.08136 -0.0139
H 0.48710 1.94124 -0.05740 -0.0170
H -1.20264 -1.36255 -0.05724 -0.0177
H 0.57866 -1.88525 -0.03968 -0.0187
```

Values from the calculation:
**M**: 63.06 g/mol
**Charge**: +1
**Multiplicity**: 3
**Maximum force**: 10.72 eV Å⁻¹
**DFT total energy**: -6785.788 eV
**HOMO-LUMO gap (alpha / beta)**: 7.24 / 7.78 eV
**<S²>**: 2.0076
**Highest occupied orbital energy (alpha / beta)**: -11.43 / -17.99 eV
**ΔE to the lowest compared entry with this formula, charge and spin**: 9.3 kcal per mole

[5]
Computed, not measured: a single C3H4O2S2 molecule, with wB97M-V/def2-TZVPD.

The geometry in XYZ format:
```
11
Properties=species:S:1:pos:R:3:mulliken_charge:R:1
C -2.24091 0.39255 -0.11976 0.1256
C 0.22943 0.16261 1.04962 -0.7575
C 2.34263 -0.15203 -0.60194 0.1144
H -1.96556 1.40430 0.24008 0.2595
H 0.86828 -0.54364 1.60112 0.3522
H -0.23693 0.82734 1.76814 0.4332
H 3.09207 0.18722 -1.32158 0.3308
O -3.27436 0.15301 -0.66474 -0.4183
O 2.26937 -1.29592 -0.23139 -0.4379
S -1.01905 -0.84901 0.21598 0.0164
S 1.28750 1.15209 -0.03388 -0.0183
```

Values from the calculation:
**M**: 136.20 g/mol
**Charge**: 0
**Maximum force**: 0.72 eV Å⁻¹
**DFT total energy**: -28940.694 eV
**SMILES string**: O=CSCSC=O
**HOMO-LUMO gap**: 10.32 eV
**Highest occupied orbital energy**: -9.80 eV
**ΔE to the lowest compared entry with this formula, charge and spin**: 8.3 kcal per mole

[6]
Computed, not measured: a molecular structure, C22H29N9OPdS, with wB97M-V/def2-TZVPD.

The geometry in XYZ format:
```
63
Properties=species:S:1:pos:R:3:mulliken_charge:R:1
Pd -0.26973 -0.19500 -0.57979 0.8697
N -5.23816 -3.30376 0.54858 -0.4047
C -4.13093 -3.20530 -0.22085 0.3043
C -3.18870 -2.17035 -0.04711 -0.3620
N -2.10699 -2.09611 -0.80138 0.3003
C -1.92925 -3.03173 -1.74039 -0.2776
C -2.86292 -4.03952 -1.90389 -0.4433
N -3.95699 -4.13793 -1.15811 -0.5632
H -5.44794 -2.64913 1.27805 0.1763
H -5.87610 -4.06044 0.36919 0.2551
H -3.32221 -1.42326 0.72991 0.4034
H -1.04777 -2.97342 -2.36498 0.3641
H -2.72830 -4.79960 -2.66335 0.3918
N -3.19536 2.77460 -0.90052 -0.0293
C -2.80890 1.52147 -0.63351 -0.6202
N -1.50365 1.38539 -0.71485 0.0264
C -0.99094 2.64403 -1.05950 0.2078
C 0.32006 3.07434 -1.26427 -0.0298
C 0.50140 4.39963 -1.59049 -0.8744
C -0.58990 5.28273 -1.71352 -0.4859
C -1.88644 4.86451 -1.50985 -1.1166
C -2.05897 3.52350 -1.17703 0.5119
H -4.14842 3.10262 -0.91113 0.2534
H -3.49728 0.72423 -0.40549 0.5197
H 1.15628 2.38772 -1.17121 0.5285
H 1.49850 4.78153 -1.75949 0.4459
H -0.40500 6.31490 -1.97478 0.4150
H -2.72069 5.54520 -1.60531 0.4274
C 3.01088 -1.13362 1.13127 -1.2343
N 3.27757 -0.27048 -0.01722 0.1653
C 3.99390 0.96236 0.32012 -1.2459
C 2.72476 -0.48174 -1.20852 0.6880
S 1.37861 -1.60743 -1.36715 -0.4385
N 3.21649 0.10089 -2.30534 0.1262
C 4.66057 0.33602 -2.47123 -1.2125
C 2.47991 0.15043 -3.56971 -1.0467
H 3.88257 -1.10868 1.78216 0.4428
H 2.84172 -2.15660 0.80950 0.4059
H 2.14186 -0.77374 1.68726 0.3970
H 3.57039 1.34781 1.24806 0.4184
H 3.86453 1.70344 -0.46289 0.4349
H 5.05562 0.77485 0.47545 0.3492
H 5.21211 -0.03838 -1.61672 0.4207
H 4.87145 1.39482 -2.61639 0.3766
H 4.98661 -0.21091 -3.35577 0.3952
H 1.42221 0.31789 -3.39318 0.3568
H 2.61211 -0.76931 -4.14075 0.3581
H 2.87859 0.98455 -4.14395 0.3779
N -0.92214 -3.53171 3.77162 -0.2656
C -0.73065 -2.34792 4.39949 0.3175
O -0.80445 -2.21010 5.59701 -0.5947
C -0.43728 -1.13277 3.54188 0.6943
C -0.14989 0.05563 4.20536 -0.4064
C 0.10345 1.20431 3.47502 -1.0079
C 0.05416 1.14165 2.09441 -0.4464
N -0.22622 -0.00012 1.45852 0.6861
C -0.46105 -1.12093 2.15847 -0.8467
H -1.07782 -4.33497 4.36060 0.2565
H -0.73421 -3.69301 2.80015 0.1533
H -0.13688 0.05063 5.28780 0.5294
H 0.33097 2.14137 3.96213 0.5167
H 0.23223 2.01496 1.47871 0.4138
H -0.68740 -2.00003 1.56890 0.2708
```

Values from the calculation:
**M**: 574.02 g/mol
**Charge**: +2
**Maximum force**: 0.67 eV Å⁻¹
**DFT total energy**: -53045.630 eV
**HOMO-LUMO gap (alpha / beta)**: 5.99 / 5.98 eV
**Highest occupied orbital energy (alpha / beta)**: -13.54 / -13.54 eV
**ΔE to the lowest compared entry with this formula, charge and spin**: 47.1 kcal per mole